{
  "formula": "C51H55NO4PS3TeTi",
  "method": "wB97M-V/def2-TZVPD",
  "e_lumo_ev": [-0.963, -1.095],
  "gap_ev": [4.56, 4.43],
  "multiplicity": 2,
  "homo_ev": [-5.5, -5.5],
  "species": ["Ti", "C", "C", "S", "C", "C", "S", "C", "C", "S", "H", "H", "H", "H", "H", "H", "H", "H", "H", "H", "H", "H", "O", "C", "O", "C", "P", "C", "C", "C", "C", "C", "C", "C", "C", "C", "C", "C", "C", "H", "H", "H", "H", "H", "H", "H", "H", "H", "H", "H", "H", "C", "C", "C", "C", "C", "C", "Te", "N", "C", "O", "C", "C", "C", "C", "C", "C", "C", "C", "C", "C", "C", "C", "C", "C", "C", "C", "H", "H", "H", "H", "H", "H", "H", "H", "H", "H", "H", "H", "H", "H", "H", "H", "H", "H", "H", "H", "H", "H", "H", "C", "C", "O", "C", "C", "C", "C", "C", "C", "H", "H", "H", "H", "H", "H", "H", "H"],
  "positions_angstrom": [[-0.108, -1.036, 1.826], [3.051, -1.466, 3.518], [2.538, -0.588, 4.653], [1.051, 0.400, 4.214], [1.563, 2.083, 4.753], [2.664, 2.728, 3.929], [2.315, 2.598, 2.133], [3.860, 1.892, 1.452], [4.317, 0.598, 2.093], [3.017, -0.698, 1.865], [4.078, -1.786, 3.722], [2.412, -2.346, 3.399], [2.261, -1.234, 5.489], [3.293, 0.117, 4.994], [0.634, 2.641, 4.650], [1.843, 2.048, 5.806], [2.739, 3.787, 4.178], [3.628, 2.261, 4.120], [3.597, 1.688, 0.412], [4.641, 2.653, 1.483], [5.234, 0.260, 1.609], [4.516, 0.707, 3.157], [0.576, -4.258, 2.582], [0.478, -3.569, 1.581], [1.012, -2.404, 1.436], [-0.270, -4.037, 0.329], [-0.792, -2.456, -0.487], [-1.341, -3.163, -2.094], [-2.625, -3.124, -2.620], [-2.842, -3.496, -3.935], [-1.791, -3.903, -4.738], [-0.505, -3.951, -4.219], [-0.286, -3.569, -2.913], [-2.328, -2.109, 0.455], [-3.100, -1.041, -0.019], [-4.212, -0.603, 0.674], [-4.590, -1.234, 1.847], [-3.855, -2.320, 2.311], [-2.734, -2.758, 1.631], [-1.094, -4.719, 0.557], [0.431, -4.560, -0.328], [-3.454, -2.811, -2.001], [-3.842, -3.471, -4.341], [-1.967, -4.176, -5.769], [0.321, -4.271, -4.839], [0.720, -3.573, -2.504], [-2.820, -0.572, -0.951], [-4.788, 0.228, 0.291], [-5.444, -0.882, 2.405], [-4.160, -2.827, 3.215], [-2.189, -3.609, 2.022], [4.559, 2.734, -6.902], [3.815, 2.150, -5.738], [4.269, 1.023, -5.071], [3.578, 0.494, -3.989], [4.110, -0.740, -3.325], [2.390, 1.090, -3.560], [1.358, 0.173, -1.749], [0.342, 0.226, 0.222], [-0.403, 1.077, 0.832], [-1.046, 0.592, 1.850], [-0.645, 2.505, 0.512], [-1.831, 3.064, 0.989], [-2.128, 4.387, 0.733], [-1.246, 5.164, 0.001], [-0.061, 4.617, -0.465], [0.248, 3.293, -0.205], [-0.487, 0.282, -2.826], [-1.578, 0.891, -2.227], [-2.787, 1.020, -2.888], [-2.913, 0.529, -4.173], [-1.830, -0.090, -4.770], [-0.609, -0.228, -4.121], [0.512, -0.900, -4.847], [1.941, 2.243, -4.203], [0.693, 2.964, -3.796], [2.649, 2.747, -5.288], [5.385, 2.094, -7.202], [4.956, 3.717, -6.647], [3.891, 2.860, -7.753], [5.185, 0.546, -5.391], [5.083, -0.998, -3.734], [3.433, -1.580, -3.487], [4.207, -0.586, -2.250], [-2.502, 2.437, 1.559], [-3.040, 4.819, 1.116], [-1.479, 6.201, -0.195], [0.630, 5.232, -1.025], [1.191, 2.867, -0.533], [-1.484, 1.279, -1.225], [-3.621, 1.496, -2.390], [-3.848, 0.623, -4.705], [-1.927, -0.479, -5.773], [0.111, -1.596, -5.579], [1.151, -1.438, -4.147], [1.126, -0.166, -5.369], [0.445, 2.762, -2.757], [-0.145, 2.645, -4.418], [0.816, 4.036, -3.931], [2.285, 3.635, -5.784], [-0.569, -2.928, 5.339], [-1.179, -1.793, 4.553], [-0.750, -1.612, 3.346], [-2.183, -0.963, 5.141], [-2.789, 0.068, 4.385], [-3.758, 0.874, 4.935], [-4.170, 0.694, 6.251], [-3.574, -0.299, 7.016], [-2.602, -1.116, 6.483], [-0.012, -3.568, 4.658], [-1.338, -3.519, 5.833], [0.115, -2.545, 6.100], [-2.459, 0.223, 3.367], [-4.199, 1.663, 4.340], [-4.929, 1.332, 6.677], [-3.867, -0.428, 8.050], [-2.141, -1.863, 7.112]]
}


{
  "formula": "C51H56BrN6O2PtSSi2",
  "method": "wB97M-V/def2-TZVPD",
  "e_lumo_ev": -3.500,
  "charge": 1,
  "gap_ev": 6.62,
  "homo_ev": -10.1,
  "species": ["Pt", "C", "O", "C", "C", "C", "C", "C", "C", "C", "N", "C", "C", "N", "C", "C", "C", "C", "N", "C", "C", "N", "C", "C", "C", "C", "H", "H", "H", "H", "H", "H", "H", "H", "H", "H", "H", "H", "H", "H", "Br", "C", "C", "C", "N", "C", "C", "H", "H", "H", "H", "C", "C", "O", "S", "C", "C", "C", "C", "C", "C", "C", "C", "H", "H", "H", "H", "H", "H", "H", "C", "N", "C", "C", "C", "C", "C", "C", "C", "C", "H", "H", "H", "H", "H", "H", "H", "H", "H", "H", "H", "H", "C", "Si", "C", "C", "C", "Si", "C", "C", "C", "H", "H", "H", "H", "H", "H", "H", "H", "H", "H", "H", "H", "H", "H", "H", "H", "H", "H", "H"],
  "positions_angstrom": [[0.344, -1.260, -0.483], [-6.566, 10.665, 0.394], [-6.117, 9.972, -0.762], [-5.488, 8.793, -0.588], [-5.069, 8.149, -1.755], [-4.408, 6.946, -1.683], [-4.147, 6.350, -0.445], [-4.576, 6.993, 0.709], [-5.245, 8.207, 0.652], [-3.427, 5.077, -0.411], [-2.975, 4.434, -1.464], [-2.375, 3.311, -0.967], [-2.463, 3.264, 0.403], [-3.143, 4.404, 0.751], [-1.915, 2.200, 1.173], [-1.935, 2.083, 2.574], [-1.307, 1.023, 3.175], [-0.683, 0.054, 2.378], [-0.709, 0.123, 1.063], [-1.274, 1.177, 0.454], [-1.159, 1.214, -0.991], [-0.522, 0.187, -1.633], [-0.497, 0.189, -2.958], [-1.042, 1.219, -3.727], [-1.646, 2.275, -3.105], [-1.722, 2.275, -1.706], [-7.040, 11.573, 0.032], [-5.729, 10.927, 1.044], [-7.295, 10.072, 0.950], [-5.277, 8.619, -2.707], [-4.084, 6.444, -2.584], [-4.403, 6.561, 1.688], [-5.565, 8.682, 1.567], [-3.379, 4.709, 1.679], [-2.428, 2.835, 3.177], [-1.279, 0.927, 4.251], [-0.147, -0.782, 2.807], [-0.034, -0.651, -3.444], [-0.976, 1.155, -4.803], [-2.082, 3.098, -3.656], [-1.921, -6.441, 4.107], [-1.292, -5.022, 3.051], [0.035, -4.978, 2.662], [0.441, -3.923, 1.861], [-0.379, -2.957, 1.456], [-1.644, -2.997, 1.870], [-2.154, -4.009, 2.663], [0.740, -5.734, 2.976], [1.472, -3.835, 1.546], [-2.274, -2.176, 1.560], [-3.189, -4.001, 2.972], [7.817, -2.536, 7.567], [7.014, -1.656, 6.651], [6.009, -1.087, 6.961], [7.757, -1.549, 4.993], [6.336, -1.389, 3.943], [5.288, -0.508, 4.197], [4.178, -0.506, 3.371], [4.112, -1.346, 2.259], [5.197, -2.179, 1.975], [6.294, -2.207, 2.816], [2.956, -1.339, 1.411], [1.974, -1.308, 0.698], [7.507, -2.379, 8.596], [8.884, -2.344, 7.449], [7.639, -3.574, 7.279], [5.339, 0.166, 5.038], [3.353, 0.163, 3.578], [5.170, -2.816, 1.100], [7.123, -2.869, 2.605], [-5.447, -2.147, -2.008], [-4.513, -1.308, -1.293], [-4.418, -1.631, 0.107], [-3.250, -0.994, -1.937], [-2.292, -2.162, -2.163], [-2.707, -3.112, -3.107], [-2.089, -4.338, -3.265], [-1.014, -4.654, -2.452], [-0.520, -3.691, -1.587], [-1.103, -2.435, -1.472], [-6.415, -2.102, -1.507], [-5.149, -3.204, -2.064], [-5.578, -1.773, -3.025], [-5.416, -1.629, 0.549], [-3.820, -0.870, 0.620], [-3.969, -2.619, 0.300], [-2.782, -0.250, -1.304], [-3.483, -0.527, -2.899], [-3.560, -2.867, -3.727], [-2.451, -5.040, -4.004], [-0.537, -5.625, -2.507], [0.352, -3.925, -0.997], [2.907, 0.662, -3.847], [2.878, 0.230, -2.017], [4.643, 0.250, -1.396], [2.090, 1.677, -1.098], [1.943, -1.449, -1.910], [2.984, -3.058, -2.020], [2.482, -3.805, -3.665], [2.867, -4.380, -0.687], [4.837, -2.797, -2.120], [3.695, 1.393, -4.047], [1.965, 1.102, -4.183], [3.110, -0.215, -4.468], [4.956, 1.298, -1.380], [5.342, -0.287, -2.033], [4.734, -0.136, -0.379], [2.859, 2.443, -0.973], [1.745, 1.396, -0.101], [1.264, 2.142, -1.640], [1.344, -1.519, -2.817], [1.410, -4.007, -3.716], [3.011, -4.743, -3.853], [2.731, -3.121, -4.481], [1.919, -4.903, -0.579], [3.152, -3.976, 0.285], [3.612, -5.134, -0.959], [5.140, -2.233, -3.004], [5.297, -3.786, -2.188], [5.249, -2.297, -1.244]]
}


{
  "formula": "C51H57BN4O2PSeTi",
  "method": "wB97M-V/def2-TZVPD",
  "e_lumo_ev": [2.405, 2.405],
  "charge": -1,
  "gap_ev": [4.92, 4.92],
  "homo_ev": [-2.5, -2.5],
  "species": ["Ti", "C", "C", "C", "C", "C", "C", "C", "P", "C", "C", "C", "C", "C", "C", "C", "C", "C", "C", "C", "C", "C", "C", "H", "H", "H", "H", "H", "H", "H", "H", "H", "H", "H", "H", "H", "H", "H", "H", "H", "H", "H", "H", "C", "C", "C", "C", "C", "C", "C", "C", "C", "C", "N", "C", "C", "C", "C", "C", "N", "H", "H", "H", "H", "H", "H", "H", "H", "H", "H", "H", "H", "H", "H", "H", "H", "H", "C", "N", "C", "C", "N", "C", "C", "Se", "H", "H", "H", "H", "H", "H", "H", "H", "C", "C", "C", "C", "C", "C", "C", "C", "O", "B", "O", "C", "C", "H", "H", "H", "H", "H", "H", "H", "H", "H", "H", "H", "H"],
  "positions_angstrom": [[1.098, 0.752, -0.626], [1.680, 1.152, 5.480], [0.688, 0.168, 4.917], [-0.098, -0.547, 5.818], [-1.031, -1.479, 5.395], [-1.196, -1.716, 4.041], [-0.428, -1.010, 3.130], [0.514, -0.071, 3.546], [1.374, 0.811, 2.189], [1.368, 2.550, 2.807], [2.557, 3.273, 2.894], [2.567, 4.611, 3.252], [1.372, 5.247, 3.547], [0.186, 4.535, 3.467], [0.158, 3.195, 3.091], [-1.171, 2.495, 3.016], [3.102, 0.245, 2.274], [3.611, -0.608, 3.243], [4.837, -1.237, 3.063], [5.538, -1.018, 1.883], [5.038, -0.167, 0.913], [3.819, 0.496, 1.088], [3.207, 1.367, 0.086], [1.976, 0.838, 6.482], [1.250, 2.153, 5.550], [2.576, 1.235, 4.870], [0.036, -0.364, 6.878], [-1.624, -2.016, 6.125], [-1.916, -2.442, 3.688], [-0.557, -1.181, 2.066], [3.492, 2.770, 2.682], [3.504, 5.150, 3.299], [1.361, 6.291, 3.831], [-0.753, 5.030, 3.687], [-1.963, 3.211, 2.793], [-1.409, 1.997, 3.961], [-1.188, 1.731, 2.235], [3.029, -0.828, 4.130], [5.222, -1.906, 3.821], [6.484, -1.522, 1.718], [5.590, -0.008, -0.007], [3.827, 1.510, -0.809], [2.973, 2.355, 0.495], [-1.657, 0.456, -3.773], [-0.555, 0.617, -4.817], [0.560, -0.390, -4.677], [0.627, -1.450, -5.578], [1.616, -2.414, -5.484], [2.578, -2.305, -4.492], [2.553, -1.258, -3.578], [3.701, -1.111, -2.619], [4.916, -0.494, -3.309], [1.515, -0.325, -3.662], [1.449, 0.726, -2.696], [1.723, 1.937, -3.094], [1.473, 3.042, -2.254], [1.587, 4.421, -2.467], [1.053, 5.025, -1.333], [0.644, 3.981, -0.484], [0.895, 2.790, -1.023], [-2.487, 1.134, -3.974], [-1.276, 0.683, -2.776], [-2.038, -0.565, -3.758], [-0.166, 1.638, -4.766], [-0.976, 0.499, -5.820], [-0.117, -1.510, -6.364], [1.642, -3.238, -6.185], [3.370, -3.040, -4.414], [3.942, -2.098, -2.215], [3.416, -0.497, -1.763], [5.257, -1.107, -4.145], [5.746, -0.385, -2.609], [4.681, 0.497, -3.702], [2.146, 2.097, -4.092], [1.995, 4.901, -3.342], [0.963, 6.079, -1.132], [0.182, 4.058, 0.489], [-0.194, -3.812, -2.466], [0.853, -4.393, -1.652], [0.816, -5.659, -1.106], [1.852, -5.734, -0.242], [2.486, -4.510, -0.291], [3.515, -4.073, 0.629], [1.841, -3.636, -1.109], [1.110, -1.667, -0.016], [-0.889, -4.599, -2.757], [0.235, -3.356, -3.355], [-0.710, -3.038, -1.892], [0.095, -6.399, -1.398], [2.203, -6.548, 0.364], [4.012, -4.947, 1.049], [3.080, -3.463, 1.422], [4.239, -3.456, 0.100], [-7.841, -0.248, 0.961], [-7.058, -0.576, -0.315], [-7.854, -0.089, -1.532], [-6.926, -2.096, -0.411], [-5.696, 0.116, -0.282], [-5.641, 1.508, -0.161], [-4.439, 2.211, -0.130], [-3.279, 1.475, -0.225], [-1.990, 1.891, -0.228], [-1.151, 0.729, -0.354], [-2.056, -0.386, -0.412], [-3.315, 0.097, -0.344], [-4.501, -0.604, -0.375], [-8.808, -0.754, 0.953], [-8.021, 0.821, 1.058], [-7.290, -0.574, 1.844], [-8.826, -0.583, -1.574], [-7.316, -0.307, -2.454], [-8.022, 0.987, -1.492], [-7.920, -2.547, -0.417], [-6.377, -2.507, 0.436], [-6.417, -2.399, -1.326], [-6.563, 2.071, -0.094], [-4.415, 3.287, -0.040], [-4.479, -1.678, -0.466]]
}


{
  "formula": "C51H57BrN4P2RhS",
  "method": "wB97M-V/def2-TZVPD",
  "e_lumo_ev": -10.193,
  "charge": 3,
  "gap_ev": 3.70,
  "homo_ev": -13.9,
  "species": ["Rh", "C", "S", "C", "C", "C", "N", "P", "C", "C", "C", "C", "C", "C", "C", "C", "C", "C", "C", "C", "P", "C", "C", "C", "C", "C", "C", "C", "C", "C", "C", "C", "C", "H", "H", "H", "H", "H", "H", "H", "H", "H", "H", "H", "H", "H", "H", "H", "H", "H", "H", "H", "H", "H", "H", "H", "H", "H", "H", "H", "H", "H", "C", "C", "C", "C", "C", "C", "C", "N", "C", "C", "C", "C", "C", "C", "C", "N", "C", "C", "C", "C", "H", "H", "H", "H", "H", "H", "H", "H", "H", "H", "H", "H", "H", "H", "H", "H", "H", "H", "H", "H", "H", "H", "H", "H", "Br", "C", "C", "C", "C", "N", "C", "H", "H", "H", "H"],
  "positions_angstrom": [[0.649, 0.315, -0.432], [-7.160, 3.278, -2.098], [-6.347, 4.471, -1.017], [-5.440, 3.357, 0.095], [-4.036, 3.079, -0.434], [-3.188, 2.298, 0.575], [-1.952, 1.730, 0.005], [-0.538, 2.546, -0.556], [-0.583, 4.133, 0.287], [-0.462, 5.348, -0.389], [-0.506, 6.533, 0.328], [-0.626, 6.511, 1.711], [-0.677, 5.300, 2.394], [-0.639, 4.114, 1.686], [-0.737, 2.805, -2.349], [-1.692, 3.653, -2.910], [-1.815, 3.740, -4.287], [-0.985, 2.995, -5.117], [-0.026, 2.158, -4.568], [0.094, 2.064, -3.191], [-1.709, 0.054, -0.284], [-2.707, -0.355, -1.734], [-4.101, -0.362, -1.686], [-4.819, -0.613, -2.842], [-4.160, -0.863, -4.041], [-2.773, -0.867, -4.090], [-2.049, -0.614, -2.937], [-2.436, -0.803, 1.123], [-3.160, -1.982, 0.939], [-3.760, -2.593, 2.029], [-3.617, -2.049, 3.297], [-2.843, -0.908, 3.490], [-2.238, -0.294, 2.410], [-7.783, 3.851, -2.780], [-7.790, 2.609, -1.514], [-6.429, 2.709, -2.673], [-6.015, 2.438, 0.217], [-5.389, 3.870, 1.057], [-3.552, 4.036, -0.629], [-4.089, 2.519, -1.370], [-3.769, 1.472, 0.981], [-2.935, 2.959, 1.405], [-0.338, 5.376, -1.462], [-0.443, 7.476, -0.197], [-0.664, 7.441, 2.263], [-0.738, 5.286, 3.474], [-0.655, 3.165, 2.213], [-2.338, 4.255, -2.289], [-2.557, 4.400, -4.716], [-1.085, 3.071, -6.191], [0.631, 1.590, -5.213], [0.855, 1.414, -2.762], [-4.622, -0.190, -0.752], [-5.900, -0.627, -2.809], [-4.732, -1.064, -4.937], [-2.262, -1.073, -5.021], [-0.965, -0.618, -2.963], [-3.265, -2.405, -0.052], [-4.347, -3.489, 1.884], [-4.099, -2.522, 4.142], [-2.723, -0.500, 4.485], [-1.633, 0.594, 2.554], [4.214, -5.868, -1.104], [2.682, -5.805, -1.247], [2.282, -6.418, -2.593], [2.025, -6.621, -0.119], [2.251, -4.358, -1.134], [1.773, -3.625, -2.223], [1.358, -2.320, -2.039], [1.430, -1.702, -0.864], [1.926, -2.362, 0.197], [2.327, -3.680, 0.086], [2.006, -1.575, 1.437], [2.701, -1.977, 2.565], [2.787, -1.162, 3.693], [2.105, 0.061, 3.634], [1.424, 0.409, 2.492], [1.385, -0.383, 1.418], [3.598, -1.535, 4.914], [2.697, -1.476, 6.160], [4.740, -0.509, 5.052], [4.204, -2.936, 4.808], [4.537, -6.905, -1.184], [4.547, -5.483, -0.138], [4.705, -5.299, -1.895], [2.494, -7.486, -2.574], [2.853, -5.991, -3.420], [1.215, -6.298, -2.790], [2.269, -7.674, -0.250], [0.938, -6.520, -0.148], [2.381, -6.324, 0.868], [1.711, -4.059, -3.209], [0.965, -1.746, -2.871], [2.695, -4.196, 0.961], [3.200, -2.934, 2.554], [2.110, 0.747, 4.468], [0.896, 1.352, 2.422], [2.311, -0.473, 6.344], [3.278, -1.772, 7.032], [1.855, -2.164, 6.065], [4.369, 0.516, 5.087], [5.442, -0.594, 4.221], [5.284, -0.700, 5.977], [3.432, -3.703, 4.707], [4.759, -3.149, 5.719], [4.904, -3.014, 3.974], [4.309, 4.944, -1.028], [4.040, 3.115, -1.396], [4.992, 2.352, -2.056], [4.697, 1.023, -2.319], [3.481, 0.505, -1.914], [2.566, 1.242, -1.269], [2.848, 2.525, -1.010], [5.933, 2.789, -2.362], [5.402, 0.391, -2.840], [3.230, -0.525, -2.125], [2.110, 3.121, -0.492]]
}


Number 1: maximum force 0.098 Eh/bohr. Number 2: maximum force 0.017 Eh/bohr. Number 3: maximum force 0.082 Eh/bohr. Number 4: maximum force 0.038 Eh/bohr.